Record 1
# C18H19Cl2N3O6S

A single C18H19Cl2N3O6S molecule at a distorted geometry (ωB97M-V/def2-TZVPD, OMol25).

Structure (XYZ):
```
49
Properties=species:S:1:pos:R:3
C -3.4218 -5.1874 0.3742
C -2.8136 -3.8744 0.0536
C -3.3382 -2.6181 -0.0275
C -2.2244 -1.8122 -0.3882
N -2.1705 -0.4536 -0.6092
C -3.1942 0.4006 -0.3515
O -4.2828 0.0727 0.0576
C -2.8542 1.8660 -0.6392
O -1.5849 2.2091 -0.0914
C -1.4851 3.3333 0.6288
O -2.4069 4.0748 0.8404
C -0.0722 3.6062 1.1254
C 0.6178 2.4224 1.8075
C 0.9637 1.3018 0.8331
N 1.6775 1.7807 -0.3419
S 1.7216 0.5483 -1.4952
O 2.4743 0.9994 -2.6206
O 0.3732 0.1036 -1.7551
C 2.6009 -0.7747 -0.6580
C 1.9741 -1.9875 -0.4422
C 2.6773 -3.0121 0.1726
C 3.9921 -2.8207 0.5620
C 4.6144 -1.5979 0.3481
Cl 6.2393 -1.3595 0.8429
C 3.9147 -0.5590 -0.2683
Cl 4.6368 0.9647 -0.5341
C 1.1039 2.9503 -1.0029
C 0.8287 4.0795 -0.0235
N -1.1402 -2.5462 -0.5010
O -1.4997 -3.8282 -0.2293
H -2.9084 -5.6429 1.2192
H -3.3286 -5.8602 -0.4768
H -4.4715 -5.0553 0.6157
H -4.3409 -2.2911 0.1372
H -1.2887 -0.1241 -1.0090
H -3.6301 2.5066 -0.2071
H -2.8150 2.0178 -1.7240
H -0.1786 4.4222 1.8481
H -0.0126 2.0132 2.5983
H 1.5379 2.7961 2.2609
H 1.6228 0.5810 1.3269
H 0.0510 0.7758 0.5345
H 0.9416 -2.1108 -0.7414
H 2.1954 -3.9609 0.3451
H 4.5490 -3.6131 1.0371
H 1.8365 3.2589 -1.7515
H 0.1817 2.6700 -1.5269
H 0.3654 4.9104 -0.5572
H 1.7717 4.4243 0.4038
```

Computed properties:
Orbital gap = 9.7 eV



Record 2
# C18H19Cl3N2O5S

A single C18H19Cl3N2O5S molecule at a distorted geometry (ωB97M-V/def2-TZVPD, OMol25).

Structure (XYZ):
```
48
Properties=species:S:1:pos:R:3
C 2.4891 0.0030 2.1844
C 1.9021 0.7544 1.0012
C 2.4971 2.1383 0.8349
H 3.4970 2.0786 0.4091
H 1.8682 2.7318 0.1727
H 2.5570 2.6418 1.7972
C 1.9312 -0.0410 -0.3229
N 0.7350 -0.8409 -0.3525
C -0.2316 -0.9629 -1.3209
O -0.1654 -1.0546 -2.5085
C -1.3531 -0.9349 -0.2661
N -2.1992 -2.0685 -0.1385
C -3.3595 -2.1555 0.5718
O -3.9620 -3.2018 0.6372
C -3.8265 -0.8742 1.2405
C -4.3470 0.0970 0.2097
C -5.3054 -0.3222 -0.7059
C -5.7894 0.5514 -1.6622
C -5.3223 1.8545 -1.7138
C -4.3725 2.2800 -0.8020
C -3.8861 1.4066 0.1560
H -3.1425 1.7515 0.8610
H -4.0015 3.2934 -0.8348
H -5.6985 2.5357 -2.4623
H -6.5321 0.2141 -2.3699
H -5.6673 -1.3391 -0.6643
H -3.0138 -0.4257 1.8150
H -4.6332 -1.1480 1.9244
H -1.8936 -2.9301 -0.5718
C -0.1929 -0.7556 0.7463
H -0.0778 -1.4985 1.5339
S 0.0700 0.9645 1.3957
O -0.4863 1.8285 0.3582
H -1.9290 -0.0092 -0.3772
C 3.1772 -0.9080 -0.4291
O 3.2995 -2.0160 0.0040
O 4.1277 -0.2415 -1.1086
C 5.3747 -0.8778 -1.2956
C 6.4481 -0.1798 -0.4638
Cl 6.0981 -0.3454 1.2666
Cl 8.0236 -0.9199 -0.8088
Cl 6.5065 1.5469 -0.8715
H 5.3010 -1.9311 -0.9969
H 5.6334 -0.7988 -2.3554
H 1.9300 0.6489 -1.1757
H 2.2278 -1.0519 2.1604
H 3.5748 0.0768 2.1867
H 2.1187 0.4352 3.1122
```

Computed properties:
Orbital gap = 9.5 eV
ΔE to the lowest compared entry with this formula, charge and spin = 4.24 kJ/mol



Record 3
# C18H19Cl5F6N3O7PS2W

A molecular structure, C18H19Cl5F6N3O7PS2W (ωB97M-V/def2-TZVPD, OMol25).

Structure (XYZ):
```
62
Properties=species:S:1:pos:R:3
W 1.2557 0.4625 -0.7349
C -3.2116 3.1248 2.1774
C -3.1391 1.7277 1.6149
O -2.0024 1.0631 2.2305
P -1.4600 -0.3265 1.6920
S -0.1024 -1.0409 2.8502
S -1.0388 0.0098 -0.3539
O -2.7288 -1.2343 1.4278
C -3.3559 -1.9786 2.5191
C -3.0457 -3.4468 2.3697
H -4.0869 3.6332 1.7736
H -2.3261 3.7023 1.9085
H -3.2968 3.0976 3.2630
H -2.9950 1.7394 0.5323
H -4.0361 1.1525 1.8428
H -4.4203 -1.7727 2.4262
H -2.9988 -1.5910 3.4739
H -3.3755 -3.8116 1.3976
H -3.5645 -4.0096 3.1461
H -1.9748 -3.6193 2.4761
Cl -3.0861 3.5371 -5.8520
C -1.9327 2.7143 -4.8963
C -1.6357 3.1733 -3.6148
Cl -2.4036 4.5682 -2.9823
C -0.7039 2.4891 -2.8470
Cl -0.2506 3.0779 -1.2821
C -0.0725 1.3441 -3.3210
O 0.8122 0.6731 -2.5622
C -0.3450 0.9073 -4.6158
Cl 0.4981 -0.4579 -5.2162
C -1.2764 1.5846 -5.3968
Cl -1.6206 1.0289 -6.9758
C 0.4140 -3.3321 0.0202
C 1.5733 -2.6695 -0.6935
O 1.6305 -1.2732 -0.4112
C 2.9232 -3.2494 -0.2117
F 3.0452 -4.5214 -0.5766
F 3.9580 -2.5600 -0.6887
F 2.9811 -3.1947 1.1274
C 1.4051 -2.7934 -2.2273
F 1.4010 -4.0634 -2.6138
F 0.2320 -2.2455 -2.5720
F 2.3695 -2.1449 -2.8805
H 0.5087 -3.1805 1.0918
H 0.4198 -4.3979 -0.2052
H -0.5252 -2.9001 -0.3182
O 4.5588 2.1552 -1.6811
N 3.5535 1.6229 -1.3802
O 2.4351 2.2401 -1.1944
O 3.4127 0.3663 -1.1852
C 3.5388 -0.1784 1.9746
C 2.5412 0.9113 2.0815
N 1.6203 1.2848 1.1836
C 0.8618 2.2933 1.7715
C 1.3334 2.5265 3.0099
N 2.3818 1.6512 3.1800
H 3.9188 -0.2738 0.9617
H 3.0707 -1.1200 2.2626
H 4.3772 0.0123 2.6428
H 0.0254 2.7468 1.2758
H 1.0191 3.2169 3.7708
H 2.9360 1.5490 4.0149
```

Computed properties:
Multiplicity = 2
Expectation value of S² = 0.756
Orbital gap (alpha / beta) = 7.0 / 7.0 eV
ΔE to the lowest compared entry with this formula, charge and spin = 111.44 kJ/mol
Net charge = +1



Record 4
# C18H19ClFNO2

A single C18H19ClFNO2 molecule (ωB97M-V/def2-TZVPD, OMol25).

Structure (XYZ):
```
42
Properties=species:S:1:pos:R:3
O -1.9256 -2.9079 -0.8193
C -1.2013 -1.9053 -0.1438
C -1.9098 -1.5626 1.1758
O -3.2436 -1.1498 0.9417
C -3.5051 0.0999 0.4816
C -2.5875 1.1373 0.3598
C -2.9772 2.3832 -0.1030
C -4.2970 2.5909 -0.4484
F -4.6813 3.7993 -0.9023
C -5.2419 1.5844 -0.3430
C -4.8387 0.3474 0.1187
Cl -5.9836 -0.9325 0.2594
C 0.2349 -2.4417 0.0791
N 1.3242 -1.5315 -0.1501
C 1.4846 -1.0579 -1.5091
C 2.9485 -0.6694 -1.6993
C 3.3961 0.2747 -0.6206
C 4.5339 1.0540 -0.7922
C 4.9654 1.9108 0.2023
C 4.2558 1.9992 1.3886
C 3.1234 1.2279 1.5680
C 2.6872 0.3613 0.5732
C 1.4310 -0.4421 0.7898
H -2.8688 -2.7185 -0.7275
H -1.1636 -1.0018 -0.7759
H -2.0100 -2.4754 1.7700
H -1.3524 -0.8217 1.7559
H -1.5542 0.9890 0.6294
H -2.2621 3.1845 -0.1954
H -6.2677 1.7648 -0.6190
H 0.3526 -3.2837 -0.6077
H 0.3235 -2.8265 1.0991
H 0.8442 -0.1846 -1.7254
H 1.2131 -1.8587 -2.1986
H 3.5610 -1.5737 -1.6470
H 3.0976 -0.2183 -2.6824
H 5.0840 0.9835 -1.7199
H 5.8522 2.5091 0.0544
H 4.5858 2.6653 2.1718
H 2.5675 1.2934 2.4931
H 0.5731 0.2595 0.7151
H 1.4316 -0.8560 1.8031
```

Computed properties:
Orbital gap = 9.3 eV



Record 5
# C18H19ClN5O4SSc

A molecular structure, C18H19ClN5O4SSc at a distorted geometry (ωB97M-V/def2-TZVPD, OMol25).

Structure (XYZ):
```
49
Properties=species:S:1:pos:R:3
Sc 0.5332 0.5569 -0.5801
C -2.9425 -4.9603 -0.1659
C -3.2987 -3.4809 -0.0969
N -2.5764 -2.7212 -1.1205
C -1.4454 -2.0078 -0.8815
S -0.9907 -0.8631 -2.0746
N -0.8433 -2.2356 0.2618
N 0.2199 -1.4141 0.5071
C 0.9305 -1.7164 1.5252
C 0.6184 -2.9204 2.3637
C 2.0479 -0.8110 1.8215
C 2.9403 -1.0948 2.8054
C 3.9592 -0.1974 3.0842
C 4.0332 0.9820 2.3343
C 3.0897 1.1505 1.3300
N 2.1189 0.2851 1.0893
H -3.4685 -5.5249 0.6297
H -3.2122 -5.3895 -1.1355
H -1.8648 -5.0737 -0.0724
H -4.3509 -3.3963 -0.3464
H -3.0688 -3.0832 0.8763
H -2.9906 -2.5470 -2.0283
H 0.7910 -3.8659 1.8456
H 1.2089 -2.9125 3.2764
H -0.4423 -2.8810 2.5895
H 2.8654 -2.0338 3.3382
H 4.6899 -0.4243 3.8731
H 4.7720 1.7168 2.5431
H 3.1538 2.0177 0.7166
O 2.9072 2.1121 -3.5917
C 2.0326 1.8650 -2.7884
O 2.1152 1.0877 -1.7680
C 0.6708 2.4657 -2.9754
C 0.4091 3.3650 -3.9977
C -0.8563 3.8390 -4.1821
C -1.8424 3.4194 -3.3149
C -1.5011 2.5334 -2.2931
N -0.2750 2.0669 -2.1196
H 1.2238 3.6171 -4.6436
H -1.1025 4.4846 -4.9942
H -2.8601 3.7387 -3.4543
H -2.2285 2.1855 -1.5786
Cl -0.6022 2.0400 3.8130
C -1.0334 2.9404 2.3331
C -0.3986 2.2602 1.1656
O -0.9602 1.1690 0.7972
O 0.6277 2.6736 0.6000
H -0.6817 3.9629 2.4385
H -2.1211 3.0201 2.2456
```

Computed properties:
Orbital gap = 7.6 eV
ΔE to the lowest compared entry with this formula, charge and spin = 0.00 kJ/mol



Record 6
# C18H19ClO3

2 unconnected molecules or ions with the total composition C18H19ClO3 at a distorted geometry (ωB97M-V/def2-TZVPD, OMol25).

Structure (XYZ):
```
41
Properties=species:S:1:pos:R:3
C 1.2877 2.2649 -1.4234
C 0.4658 1.0265 -1.6329
C -0.9230 1.0174 -1.2436
C -1.6748 -0.2595 -1.3457
C -3.0752 -0.0375 -1.9376
C -3.7847 1.0380 -1.1660
O -3.0252 2.2802 -1.1289
C -1.6687 2.2930 -1.2637
O -1.1333 3.3928 -1.4070
O 1.0081 0.0024 -2.1229
H 0.6881 3.1730 -1.5751
H 1.6776 2.2894 -0.4075
H 2.1507 2.2052 -2.0917
H -1.1297 -0.9432 -2.0032
H -1.7388 -0.7347 -0.3450
H -2.9784 0.2659 -2.9897
H -3.6526 -0.9631 -1.9217
H -4.7336 1.3060 -1.6464
H -3.9555 0.7243 -0.1289
Cl 3.6830 -4.6233 -1.1747
C 2.8360 -3.3342 -0.4340
C 3.3719 -2.0341 -0.4832
C 2.6662 -0.9859 0.0836
C 1.3830 -1.1987 0.6633
C 0.7001 -0.1336 1.3362
C -0.4808 -0.3924 2.2397
C -0.4504 0.7688 3.2928
C 0.6575 1.6600 2.7925
C 1.2623 1.1230 1.6708
C 0.8621 -2.5209 0.6759
C 1.5770 -3.5783 0.1410
H 4.3391 -1.8589 -0.9648
H 3.1070 0.0164 0.1045
H -1.4236 -0.3764 1.6802
H -0.4188 -1.3779 2.7191
H -1.4210 1.2832 3.3943
H -0.1832 0.3535 4.2777
H 0.9698 2.5704 3.3027
H 2.0889 1.5934 1.1482
H -0.1012 -2.7060 1.1540
H 1.1708 -4.5891 0.1610
```

Computed properties:
Orbital gap = 4.5 eV
ΔE to the lowest compared entry with this formula, charge and spin = 0.00 kJ/mol



Record 7
# C18H19F25O3Si

3 unconnected molecules or ions with the total composition C18H19F25O3Si (ωB97M-V/def2-TZVPD, OMol25).

Structure (XYZ):
```
66
Properties=species:S:1:pos:R:3
C -3.5518 2.9712 -2.6084
C -2.5327 1.9424 -3.0982
C -1.9552 1.0365 -2.0026
C -1.7451 1.7016 -0.6587
O -0.9172 2.8713 -0.8011
Si -0.0726 3.3656 0.5092
C -0.2734 5.2697 0.8820
F 0.8370 5.6999 1.5425
F -1.3098 5.3798 1.7557
C -0.5792 6.2928 -0.2420
F -1.1768 7.3674 0.2835
F -1.4482 5.7111 -1.0914
C 0.6046 6.8662 -1.0810
F 0.0495 7.5916 -2.0624
F 1.3414 7.6768 -0.3115
C 1.5644 5.8516 -1.7524
F 2.3708 5.2940 -0.8311
F 0.8646 4.8645 -2.3420
F 2.3141 6.4638 -2.6669
H -4.2652 2.5281 -1.9047
H -4.1267 3.3714 -3.4464
H -3.0641 3.8078 -2.1018
H -3.0055 1.3040 -3.8520
H -1.7086 2.4509 -3.6073
H -0.9947 0.6267 -2.3346
H -2.6231 0.1847 -1.8199
H -1.2626 0.9831 0.0164
H -2.7015 1.9824 -0.2033
H -0.5951 2.7109 1.7239
H 1.3710 3.1080 0.3946
F 0.9305 -1.9519 3.8220
C 0.5553 -2.3393 5.0609
F 1.4656 -3.2172 5.5290
C -0.8124 -3.0305 5.0064
F -0.7216 -4.1668 4.2915
F -1.0864 -3.3542 6.3071
C -2.0018 -2.1896 4.5329
O -2.3621 -2.3748 3.1799
C -1.8725 -1.5920 2.1875
F -1.0197 -0.6551 2.6393
F -2.9073 -0.9455 1.5943
C -1.2221 -2.4456 1.0919
F -0.1821 -3.1362 1.6094
F -0.7383 -1.6219 0.1304
H 0.5221 -1.4681 5.7195
H -2.8535 -2.5555 5.1039
H -1.8517 -1.1377 4.7754
H -1.9405 -3.1388 0.6544
F 2.8837 -5.8801 -0.5641
C 1.5742 -5.6602 -0.3256
F 0.9124 -6.8321 -0.4436
C 1.0115 -4.6732 -1.3537
F 1.0631 -5.2076 -2.5862
F -0.3109 -4.5320 -1.0046
C 1.5931 -3.2589 -1.3501
O 2.5608 -3.0021 -2.3430
C 3.8896 -3.1495 -2.1012
F 4.1423 -3.5314 -0.8384
F 4.4900 -1.9469 -2.2919
C 4.5304 -4.1165 -3.1084
F 3.9552 -5.3304 -3.0074
F 5.8441 -4.2364 -2.8171
H 1.4434 -5.2729 0.6881
H 0.7568 -2.6094 -1.6010
H 1.9396 -2.9836 -0.3539
H 4.4105 -3.7315 -4.1222
```

Computed properties:
Orbital gap = 11.1 eV



Record 8
# C18H19IrN2O4Te

A molecular structure, C18H19IrN2O4Te at a distorted geometry (ωB97M-V/def2-TZVPD, OMol25).

Structure (XYZ):
```
45
Properties=species:S:1:pos:R:3
Ir -0.8193 0.4033 -0.6299
O -2.5465 -0.7112 -0.8298
C -2.5651 -1.9596 -1.1644
C -3.7435 -2.4979 -1.7273
C -3.8172 -3.8315 -2.0089
C -2.7441 -4.7160 -1.7402
C -1.5990 -4.2373 -1.1867
C -1.4610 -2.8530 -0.8815
C -0.2555 -2.4383 -0.2997
N 0.0960 -1.1816 -0.0697
N 1.3735 -0.9925 0.3969
C 1.6994 0.2871 0.3980
O 0.8886 1.2373 0.0155
C 3.0373 0.6935 0.8552
C 3.8448 -0.2018 1.5555
C 5.1123 0.1854 1.9536
C 5.5781 1.4583 1.6506
C 4.7751 2.3502 0.9527
C 3.5036 1.9719 0.5557
H -4.5634 -1.8247 -1.9329
H -4.7205 -4.2263 -2.4563
H -2.8423 -5.7651 -1.9796
H -0.7636 -4.8957 -0.9863
H 0.5037 -3.1705 -0.0439
H 3.4751 -1.1917 1.7834
H 5.7408 -0.5069 2.4970
H 6.5734 1.7538 1.9550
H 5.1413 3.3396 0.7149
H 2.8732 2.6557 0.0050
C -1.1751 3.4411 -3.2622
C -1.0810 2.2723 -2.3494
O -0.6863 1.1402 -2.7293
O -1.3980 2.3873 -1.1095
H -0.9790 3.1372 -4.2859
H -0.4420 4.1866 -2.9528
H -2.1627 3.8920 -3.1786
C -0.9636 2.5863 2.2598
Te -2.2792 1.2477 1.2871
C -2.1040 -0.2691 2.7566
H 0.0520 2.2433 2.0887
H -1.2134 2.5825 3.3183
H -1.1055 3.5741 1.8315
H -2.7830 -0.0450 3.5762
H -1.0757 -0.2989 3.1074
H -2.3788 -1.2121 2.2899
```

Computed properties:
Multiplicity = 2
Expectation value of S² = 0.787
Orbital gap (alpha / beta) = 7.1 / 5.8 eV
ΔE to the lowest compared entry with this formula, charge and spin = 0.00 kJ/mol
Net charge = +1